This record from the OMol25 dataset describes a molecular structure, C22H54CrN7O11S2 at a distorted geometry. The level of theory is ωB97M-V with the def2-TZVPD basis set.

Last column: Mulliken charge in e.
Element x y z (Å)
Cr 1.229 -3.361 1.152  0.209
N 0.045 -0.949 -0.790  0.450
O -1.134 -0.859 -0.432  -0.319
O 0.612 -0.104 -1.499  -0.238
O 0.760 -1.848 -0.280  0.119
C 1.105 4.368 3.452  -1.432
C 0.308 3.392 2.595  0.740
O -0.677 3.752 1.934  -0.636
N 0.854 2.226 2.524  0.076
C 0.546 1.155 1.559  0.256
H 0.687 5.366 3.313  0.332
H 2.109 4.459 3.036  0.409
H 1.080 4.100 4.508  0.379
H 1.768 2.200 2.953  0.241
H 0.407 0.273 2.184  -0.416
H 1.441 1.098 0.939  0.423
H -0.304 1.372 0.912  -0.504
C 1.773 5.792 -0.679  -0.806
C 1.597 5.615 -2.115  0.514
O 1.892 6.575 -2.842  -0.686
N 1.146 4.455 -2.639  -0.012
C 0.767 3.245 -1.921  -0.123
H 2.156 6.742 -0.307  0.344
H 2.351 4.979 -0.240  0.241
H 0.793 5.645 -0.224  0.208
H 0.913 4.512 -3.621  0.247
H 0.529 3.347 -0.862  -0.253
H 1.586 2.532 -2.020  0.000
H -0.156 2.913 -2.397  0.270
C -5.502 -1.100 0.230  -1.078
C -5.099 -0.037 1.144  0.790
O -5.904 0.771 1.484  -0.573
N -3.780 0.079 1.449  0.471
C -3.257 1.209 2.163  -0.990
H -5.622 -0.627 -0.745  0.228
H -6.359 -1.638 0.635  0.361
H -4.741 -1.852 0.024  0.263
H -3.182 -0.705 1.231  -0.110
H -3.324 0.952 3.220  0.383
H -3.731 2.183 2.041  0.348
H -2.178 1.157 2.021  0.197
C 3.725 0.924 -3.060  -0.502
C 4.376 -0.130 -3.991  0.378
O 5.536 -0.106 -4.249  -0.640
N 3.685 -1.128 -4.519  -0.189
C 2.213 -1.275 -4.500  -0.387
H 3.137 0.330 -2.360  -0.151
H 3.041 1.623 -3.541  0.321
H 4.385 1.424 -2.350  0.462
H 4.232 -1.735 -5.112  0.242
H 1.916 -2.282 -4.791  0.351
H 1.823 -0.495 -5.154  0.285
H 1.828 -1.195 -3.484  -0.164
C -0.589 -1.379 4.603  -0.878
C -0.945 -2.070 3.359  0.306
O -0.141 -2.202 2.417  -0.220
N -2.192 -2.583 3.240  0.021
C -3.153 -2.757 4.284  -1.080
H -0.265 -0.359 4.395  0.156
H 0.277 -1.823 5.094  0.175
H -1.462 -1.288 5.250  0.449
H -2.311 -3.130 2.400  0.359
H -3.561 -1.822 4.667  0.354
H -2.718 -3.360 5.082  0.402
H -4.007 -3.263 3.834  0.363
C -2.822 -0.497 -3.305  -0.435
C -3.430 0.748 -2.778  0.598
O -4.606 0.936 -3.070  -0.664
N -2.756 1.508 -1.894  0.244
C -3.325 2.685 -1.281  -0.958
H -3.000 -0.590 -4.376  0.428
H -3.210 -1.424 -2.883  0.158
H -1.752 -0.477 -3.097  -0.153
H -1.962 1.119 -1.406  -0.133
H -3.114 3.652 -1.737  0.352
H -2.875 2.826 -0.298  0.107
H -4.405 2.655 -1.136  0.404
C 4.733 -0.723 1.435  -0.934
S 3.417 -1.016 2.713  0.565
O 2.370 -1.871 2.020  -0.314
C 4.502 -2.098 3.782  -1.113
H 5.271 -1.636 1.178  0.372
H 5.491 0.007 1.721  0.479
H 4.343 -0.381 0.476  0.131
H 5.147 -2.786 3.236  0.343
H 3.872 -2.662 4.469  0.344
H 5.256 -1.505 4.301  0.430
C -0.768 -3.972 -2.377  -0.642
S 0.992 -4.663 -2.166  0.646
O 1.292 -4.609 -0.654  -0.696
C 0.634 -6.408 -2.463  -1.118
H -1.481 -4.675 -1.948  0.459
H -0.899 -4.018 -3.458  0.442
H -0.890 -2.980 -1.942  -0.201
H 0.385 -6.634 -3.500  0.419
H -0.228 -6.741 -1.886  0.334
H 1.479 -7.072 -2.279  0.371

Results
Multiplicity: 9
Lowest unoccupied orbital energy (spin up / spin down), eV: -2.56 / -8.22
Charge: +1
Largest force on an atom, Eh/bohr: 0.0982
HOMO-LUMO gap (spin up / spin down), eV: 6.10 / 2.50

---

This record from the OMol25 dataset describes a molecular structure, C22H55F6N5O11S2 at a distorted geometry. The level of theory is ωB97M-V with the def2-TZVPD basis set.

Last column: Mulliken charge in e.
Element x y z (Å)
O -0.757 -0.775 -0.020  1.021
H -1.152 0.018 -0.610  0.392
H -0.811 -1.600 -0.623  0.266
H 0.211 -0.593 0.134  0.227
C -0.269 -1.819 -4.117  0.693
F -0.018 -2.391 -5.286  -0.246
F 0.449 -0.720 -3.967  -0.198
F -1.579 -1.518 -4.142  -0.248
S 0.086 -3.101 -2.802  0.832
O -0.057 -4.338 -3.475  -0.615
O 1.372 -2.703 -2.331  -0.682
N -0.898 -2.917 -1.519  -0.727
S -2.020 -4.074 -1.491  0.992
O -2.993 -3.956 -2.540  -0.654
O -1.528 -5.385 -1.210  -0.643
C -2.910 -3.593 0.060  0.660
F -3.889 -4.471 0.279  -0.245
F -2.093 -3.633 1.133  -0.205
F -3.422 -2.360 -0.053  -0.246
C 1.353 -5.667 1.517  -1.548
C 1.215 -4.228 1.998  0.261
C 2.194 -3.863 3.106  -0.496
O 2.010 -4.737 4.203  -0.360
C 3.181 -4.949 4.927  -0.762
N 1.357 -3.249 0.874  0.284
H 0.483 -5.989 0.941  0.317
H 1.357 -6.334 2.384  0.415
H 2.252 -5.800 0.912  0.343
H 0.200 -4.066 2.378  0.175
H 1.979 -2.835 3.426  0.213
H 3.218 -3.891 2.703  0.478
H 3.635 -4.051 5.367  0.280
H 3.934 -5.531 4.381  0.320
H 2.951 -5.566 5.805  0.289
H 0.622 -3.466 0.208  -0.340
H 2.235 -3.532 0.441  0.267
C -3.483 0.376 -2.721  -1.729
C -3.120 1.471 -1.737  1.214
C -4.055 1.332 -0.558  -1.199
O -3.798 2.306 0.410  -0.126
C -4.912 2.576 1.206  -1.036
N -1.738 1.255 -1.306  0.650
H -3.548 -0.603 -2.246  0.199
H -2.937 0.435 -3.661  0.280
H -4.506 0.524 -3.110  0.567
H -3.298 2.429 -2.231  0.290
H -4.011 0.330 -0.112  0.185
H -5.089 1.462 -0.907  0.595
H -4.677 3.380 1.901  0.287
H -5.264 1.689 1.743  0.353
H -5.750 2.946 0.595  0.369
H -1.119 1.620 -2.031  -0.784
H -1.549 1.922 -0.531  -0.219
C 3.595 3.549 -1.974  -1.002
O 2.883 2.614 -1.200  -0.130
C 3.025 1.298 -1.703  -1.227
C 1.892 0.437 -1.185  1.307
N 1.763 0.410 0.264  -0.084
C 2.918 -0.177 0.913  -1.195
C 2.588 -0.427 2.366  -0.216
O 2.484 0.811 3.018  -0.362
C 2.501 0.684 4.398  -0.886
H 3.168 3.615 -2.987  0.351
H 4.664 3.332 -2.061  0.311
H 3.467 4.539 -1.535  0.284
H 4.040 0.910 -1.534  0.506
H 2.969 1.319 -2.806  0.637
H 2.113 -0.581 -1.525  0.112
H 1.019 0.772 -1.752  -1.317
H 1.700 1.373 0.590  0.042
H 3.889 0.330 0.863  0.353
H 3.093 -1.163 0.467  0.430
H 3.423 -0.998 2.799  0.705
H 1.706 -1.079 2.408  -0.052
H 1.541 0.311 4.803  0.311
H 2.731 1.633 4.876  0.287
H 3.186 -0.074 4.812  0.304
C -0.162 2.474 -4.189  -0.525
O -0.977 3.160 -3.277  -0.377
C -0.236 4.076 -2.500  0.429
C -1.121 4.778 -1.493  -1.542
N -1.320 4.049 -0.306  0.131
C -0.267 4.105 0.686  -0.183
C -0.636 3.391 1.971  -1.403
O -0.965 2.046 1.737  0.638
C -1.198 1.366 2.940  -0.889
H 0.622 1.811 -3.809  -0.004
H 0.206 3.199 -4.930  0.430
H -0.796 1.815 -4.795  0.201
H 0.186 4.833 -3.184  0.617
H 0.635 3.652 -1.981  -0.361
H -2.092 5.035 -1.923  0.434
H -0.662 5.765 -1.312  0.440
H -2.225 3.810 0.068  0.173
H -0.084 5.155 0.951  0.567
H 0.666 3.602 0.386  -0.142
H -1.529 3.885 2.397  0.404
H 0.152 3.429 2.731  0.535
H -0.252 1.308 3.517  0.174
H -1.347 0.305 2.732  0.063
H -1.997 1.747 3.578  0.316

Results
Lowest unoccupied orbital energy, eV: 0.49
Largest force on an atom, Eh/bohr: 0.0370
HOMO-LUMO gap, eV: 9.37
Energy above the lowest of the compared OMol25 structures with the same formula, charge and spin, eV: 0.000

---

Which of these has the lowest largest force on an atom? C22H55F6N5O11S2